Entry 1:
C4H7BrO | the ωB97M-V functional and the def2-TZVPD basis

Output
* HOMO level (alpha / beta): -6.5 / -10.8 eV
* HOMO-LUMO gap (alpha / beta): 7.39 / 10.01 eV
* E_tot: -76346.3779 eV
* 2S+1: 3

Geometry as XYZ:
```
13
Properties=species:S:1:pos:R:3:lowdin_charge:R:1
C -0.01 0.70 -0.39 -0.16
C 2.60 0.96 0.47 -0.52
C -1.76 -0.80 0.54 -0.11
C -0.83 -0.50 -0.64 -0.25
O 1.30 0.53 -0.05 -0.23
Br 3.90 -0.31 -0.01 0.70
H -0.42 1.70 -0.33 0.10
H 2.85 1.99 0.29 0.04
H -1.19 -1.18 1.39 0.07
H -2.50 -1.55 0.25 0.07
H -2.28 0.10 0.84 0.07
H -1.45 -0.30 -1.52 0.10
H -0.19 -1.35 -0.85 0.11
```

***

Entry 2:
C4H7BrO2 | the ωB97M-V functional and the def2-TZVPD basis

Output
* HOMO level: -10.0 eV
* HOMO-LUMO gap: 9.98 eV
* E_tot: -78396.3293 eV

Geometry as XYZ:
```
14
Properties=species:S:1:pos:R:3:lowdin_charge:R:1
C -2.75 -1.38 1.54 -0.75
C 0.13 0.32 1.21 -0.03
C 0.02 -0.39 -1.28 -0.01
C -0.74 -0.31 0.13 -0.50
O -3.19 -0.36 1.77 0.14
O -1.28 -1.57 0.45 -0.20
Br -3.14 -3.19 1.78 0.85
H -0.36 -0.15 2.12 0.10
H 1.18 0.02 1.13 0.09
H 0.01 1.31 1.20 0.03
H 0.44 -1.41 -1.41 0.09
H 0.65 0.38 -1.25 0.03
H -0.73 -0.45 -2.01 0.06
H -1.54 0.28 -0.15 0.09
```

***

Entry 3:
C4H7Cl | the ωB97M-V functional and the def2-TZVPD basis

Output
* HOMO level: -9.3 eV
* HOMO-LUMO gap: 10.19 eV
* structure (SMILES): C/C=C\CCl
* E_tot: -16782.5879 eV

Geometry as XYZ:
```
12
Properties=species:S:1:pos:R:3:lowdin_charge:R:1
C 2.24 -0.82 0.90 -0.09
C 0.86 -1.40 0.58 -0.17
C -0.30 -0.78 0.70 -0.18
C -0.37 0.70 0.33 -0.59
Cl -1.27 1.02 -1.19 0.52
H 2.88 -0.94 0.01 0.08
H 2.65 -1.37 1.74 0.08
H 2.01 0.20 1.16 0.05
H 0.91 -2.49 0.25 0.12
H -1.23 -1.22 0.89 0.08
H -0.82 1.34 1.10 0.07
H 0.61 1.01 0.09 0.03
```

***

Entry 4:
C4H7Cl2N | the ωB97M-V functional and the def2-TZVPD basis

Output
* HOMO level: -9.7 eV
* HOMO-LUMO gap: 9.97 eV
* structure (SMILES): NC/C(=C/Cl)CCl
* E_tot: -30794.1260 eV

Geometry as XYZ:
```
14
Properties=species:S:1:pos:R:3:lowdin_charge:R:1
N -2.85 -0.69 -0.40 -0.04
C -1.65 -1.27 0.23 -0.27
C -0.28 -0.71 0.17 -0.47
C 0.77 -1.43 -0.10 -0.59
Cl 2.21 -0.66 -0.15 0.77
C -0.20 0.58 0.82 -0.50
Cl -0.01 2.23 -0.20 0.37
H -2.85 -0.38 -1.39 0.07
H -2.96 0.29 -0.01 0.08
H -1.63 -2.20 -0.56 0.16
H -2.11 -1.59 1.23 0.14
H 0.70 -2.50 -0.26 0.10
H 0.69 0.74 1.62 0.11
H -1.09 0.83 1.47 0.08
```

***

Entry 5:
C4H7Cl2N | the ωB97M-V functional and the def2-TZVPD basis

Output
* HOMO level (alpha / beta): -8.2 / -7.7 eV
* HOMO-LUMO gap (alpha / beta): 8.39 / 8.01 eV
* E_tot: -30792.0009 eV

Geometry as XYZ:
```
14
Properties=species:S:1:pos:R:3:lowdin_charge:R:1
C 0.04 -0.93 -0.67 -0.25
C -0.19 -0.66 0.62 0.04
C -0.01 -2.29 -1.37 -0.10
C 0.17 1.72 1.35 -1.22
N -0.25 2.46 0.30 -0.04
Cl -0.70 1.79 2.80 0.64
Cl 2.01 1.58 1.60 0.44
H 0.54 -0.20 -1.21 0.05
H -0.62 -1.24 1.43 0.04
H 0.85 -2.29 -1.95 0.04
H -0.85 -2.35 -2.00 0.05
H 0.08 -3.17 -0.68 0.09
H -0.97 3.25 0.47 0.14
H -0.11 2.33 -0.68 0.08
```

***

Entry 6:
C4H7Cl2NO | the ωB97M-V functional and the def2-TZVPD basis

Output
* HOMO level: -9.6 eV
* HOMO-LUMO gap: 9.13 eV
* structure (SMILES): CC(C)(Cl)[C@H](Cl)N=O
* E_tot: -32840.6885 eV

Geometry as XYZ:
```
15
Properties=species:S:1:pos:R:3:lowdin_charge:R:1
C 0.87 0.10 -1.20 -0.13
C 0.48 0.15 0.23 -0.85
C 0.66 -1.15 0.98 -0.14
Cl 1.29 1.53 1.11 0.62
C -1.22 0.57 0.46 -0.60
Cl -2.22 -0.91 -0.03 0.60
N -1.46 1.72 -0.29 -0.08
O -2.31 1.72 -1.13 0.02
H 1.77 -0.64 -1.49 0.15
H 0.02 -0.44 -1.59 0.06
H 0.87 1.05 -1.74 0.09
H 1.78 -1.31 0.99 0.11
H 0.39 -1.13 1.97 0.05
H 0.40 -1.92 0.26 0.07
H -1.31 0.65 1.48 0.06
```

***

Entry 7:
C4H7Cl2P | the ωB97M-V functional and the def2-TZVPD basis

Output
* HOMO level: -8.8 eV
* HOMO-LUMO gap: 9.25 eV
* structure (SMILES): C/C=P/Cl.C=CCl
* E_tot: -38593.4931 eV

Geometry as XYZ:
```
14
Properties=species:S:1:pos:R:3:lowdin_charge:R:1
C -0.17 -1.77 -0.88 -0.22
C -0.65 -0.37 -1.08 -0.61
P -2.29 -0.12 -0.96 0.48
Cl -2.44 1.84 -1.36 0.14
H 0.40 -2.02 -1.83 0.09
H -0.97 -2.41 -0.59 0.04
H 0.60 -1.88 -0.04 0.09
H 0.10 0.43 -1.06 0.05
C -0.38 1.72 1.40 -0.14
C -1.52 1.65 2.07 -0.63
Cl -2.17 0.04 2.22 0.54
H -0.04 0.79 1.01 0.00
H 0.28 2.52 1.10 0.07
H -2.26 2.46 2.44 0.10
```

***

Entry 8:
C4H7Cl3N3 | the ωB97M-V functional and the def2-TZVPD basis

Output
* net charge: +1
* HOMO level: -14.7 eV
* HOMO-LUMO gap: 10.63 eV
* structure (SMILES): C[N@H+]1CN=N[C@@H]1C(Cl)(Cl)Cl
* E_tot: -46289.0067 eV

Geometry as XYZ:
```
17
Properties=species:S:1:pos:R:3:lowdin_charge:R:1
C -1.28 1.25 0.19 -0.04
N -0.49 0.01 0.25 -0.14
C -1.14 -1.34 0.29 -0.11
N -0.32 -2.21 -0.44 0.10
N 0.64 -1.66 -0.91 0.08
C 0.60 -0.28 -0.73 -0.34
C 2.06 0.34 -0.08 -1.51
Cl 2.13 -0.19 1.65 0.66
Cl 3.52 -0.31 -0.84 0.64
Cl 1.96 2.05 -0.29 0.69
H -1.96 1.50 -0.81 0.16
H -2.11 1.18 1.04 0.15
H -0.62 2.18 0.19 0.08
H 0.08 0.15 1.19 0.11
H -2.16 -1.24 -0.16 0.17
H -1.36 -1.63 1.23 0.11
H 0.46 0.19 -1.74 0.18
```

***

Entry 9:
C4H7ClF3N | the ωB97M-V functional and the def2-TZVPD basis

Output
* HOMO level: -9.6 eV
* HOMO-LUMO gap: 10.38 eV
* structure (SMILES): CN(C)C(F)(F)[C@@H](F)Cl
* E_tot: -26425.4292 eV

Geometry as XYZ:
```
16
Properties=species:S:1:pos:R:3:lowdin_charge:R:1
C -1.18 -0.04 -1.51 -0.08
N -0.18 -0.24 -0.57 -0.19
C 1.11 0.43 -0.99 -0.01
C -0.53 -0.10 0.77 -0.60
F -1.48 -0.92 1.09 0.15
F -1.12 1.18 1.00 0.03
C 0.57 -0.32 1.88 -0.65
F -0.04 -0.40 3.07 0.01
Cl 1.42 -1.83 1.63 0.70
H -1.93 -0.79 -1.28 0.10
H -1.55 1.02 -1.29 0.12
H -0.71 -0.17 -2.52 0.11
H 2.01 0.16 -0.47 0.07
H 1.19 0.23 -1.97 0.03
H 0.92 1.53 -0.85 0.12
H 1.51 0.26 1.99 0.11
```

***

Entry 10:
C4H7ClF3O2P | the ωB97M-V functional and the def2-TZVPD basis

Output
* HOMO level (alpha / beta): -10.6 / -8.9 eV
* HOMO-LUMO gap (alpha / beta): 8.73 / 7.22 eV
* E_tot: -38317.2682 eV

Geometry as XYZ:
```
18
Properties=species:S:1:pos:R:3:lowdin_charge:R:1
C 2.14 1.79 -0.33 -0.07
C 1.48 0.47 -0.69 -0.35
C -0.81 -2.16 0.99 -0.61
C -3.41 0.55 -0.66 -0.30
O 1.86 -1.20 1.30 -0.37
O 0.28 0.19 -0.02 -0.35
F -2.20 0.90 -1.05 0.13
F -3.32 -0.18 0.47 0.08
F -4.08 1.68 -0.28 0.09
P 0.46 -0.79 1.34 0.76
Cl -0.22 -2.92 -0.55 0.53
H 1.44 2.54 0.05 0.08
H 2.97 1.59 0.41 0.09
H 2.47 2.11 -1.31 0.07
H 2.21 -0.37 -0.68 0.12
H 1.08 0.64 -1.66 0.10
H -0.53 -2.89 1.69 0.00
H -1.83 -1.95 0.97 0.00
```

***

Entry 11:
C4H7ClN2 | the ωB97M-V functional and the def2-TZVPD basis

Output
* HOMO level: -9.5 eV
* HOMO-LUMO gap: 10.11 eV
* structure (SMILES): ClC1=NN1.C=CC
* E_tot: -19759.3559 eV

Geometry as XYZ:
```
14
Properties=species:S:1:pos:R:3:lowdin_charge:R:1
Cl 2.46 1.09 0.60 0.83
C 2.89 -0.37 -0.01 -0.96
N 3.19 -1.20 -0.87 0.13
N 3.22 -1.61 0.63 0.00
H 4.16 -1.58 1.09 0.08
C 0.06 -0.63 -0.16 -0.09
C -0.42 0.23 -1.06 -0.22
C -0.86 1.55 -0.46 -0.14
H 0.30 -1.66 -0.24 0.05
H 0.05 -0.20 0.85 0.05
H -0.72 -0.05 -2.05 0.09
H -0.24 1.87 0.38 0.04
H -1.94 1.50 -0.26 0.08
H -0.79 2.44 -1.07 0.06
```

***

Entry 12:
C4H7ClN2S | the ωB97M-V functional and the def2-TZVPD basis

Output
* HOMO level: -8.5 eV
* HOMO-LUMO gap: 8.38 eV
* E_tot: -30594.8977 eV

Geometry as XYZ:
```
15
Properties=species:S:1:pos:R:3:lowdin_charge:R:1
C 1.15 0.06 -0.57 -0.16
C 2.15 2.28 -0.51 -0.97
C -0.88 -1.28 0.17 -0.13
C -0.10 0.01 0.28 -0.23
N 2.31 -0.40 -0.18 -0.07
N 3.46 0.02 -0.03 -0.26
S 3.67 1.73 0.06 0.81
Cl 2.16 3.18 -2.05 0.44
H 1.07 -0.03 -1.55 0.08
H 1.76 2.85 0.26 -0.04
H -1.06 -1.71 -0.83 0.07
H -2.00 -1.19 0.57 0.11
H -0.50 -2.14 0.75 0.07
H 0.18 0.27 1.30 0.11
H -0.62 0.94 -0.24 0.16
```

***

Q: Which value of E_tot does entry 9 give?
A: -26425.4292 eV